No. 1
A 5-piece molecular cluster, C15H42FO16P4 overall in a non-equilibrium geometry. Source: OMol25; level of theory: wB97M-V/def2-TZVPD.

Geometry as ORCA input:
```
! wB97M-V def2-TZVPD RIJCOSX def2/J DEFGRID3
* xyz -1 1
C -6.473 0.056 -1.132
C -7.721 -1.007 -1.336
C -9.084 -0.087 -1.498
F -7.510 -1.655 -2.679
H -5.494 -0.429 -1.607
H -6.780 0.999 -1.797
H -7.791 -1.834 -0.510
H -8.885 0.630 -2.431
H -9.303 0.613 -0.586
H -10.037 -0.727 -1.810
C -1.095 -2.591 4.095
O -1.498 -1.581 3.191
P -2.923 -1.953 2.284
O -2.277 -1.296 1.057
O -3.753 -0.783 3.090
C -4.013 -0.973 4.462
O -4.349 -2.325 1.376
C -4.156 -2.921 0.106
H -0.053 -2.849 3.893
H -1.176 -2.209 5.115
H -1.712 -3.489 3.995
H -3.232 -0.485 5.050
H -4.054 -2.036 4.715
H -4.973 -0.512 4.708
H -3.335 -3.643 0.137
H -3.957 -2.152 -0.647
H -5.074 -3.445 -0.174
C 5.074 0.353 1.516
O 4.752 -0.956 1.942
P 3.324 -1.617 1.224
O 2.970 -2.245 2.578
O 4.235 -2.711 0.398
C 5.090 -2.238 -0.618
O 1.896 -2.279 0.505
C 0.686 -2.106 1.221
H 5.180 0.994 2.395
H 6.023 0.329 0.976
H 4.298 0.765 0.865
H 6.089 -2.079 -0.206
H 4.717 -1.304 -1.048
H 5.154 -2.991 -1.407
H 0.646 -1.115 1.683
H 0.583 -2.885 1.984
H -0.148 -2.201 0.520
C 2.529 5.607 4.577
O 3.187 4.905 3.541
P 2.173 4.468 2.209
O 2.911 3.125 2.128
O 2.974 5.529 1.239
C 2.834 6.908 1.497
O 1.160 4.031 0.877
C 0.570 2.743 0.923
H 2.703 5.087 5.521
H 2.944 6.615 4.644
H 1.452 5.671 4.397
H 3.655 7.243 2.133
H 1.879 7.125 1.984
H 2.881 7.452 0.551
H 0.256 2.496 1.941
H 1.273 1.992 0.550
H -0.310 2.742 0.274
C 0.457 -3.001 -5.363
O 1.860 -2.834 -5.399
P 2.393 -1.190 -5.320
O 3.484 -1.526 -6.345
O 3.024 -1.456 -3.824
C 2.136 -1.708 -2.759
O 2.926 0.454 -5.242
C 3.150 1.109 -6.478
H 0.150 -3.595 -6.227
H 0.185 -3.536 -4.449
H -0.062 -2.039 -5.387
H 2.015 -2.786 -2.635
H 1.160 -1.248 -2.938
H 2.559 -1.297 -1.839
H 2.390 0.825 -7.211
H 4.149 0.872 -6.856
H 3.092 2.189 -6.313
*
```

Values from the calculation:
* HOMO: -2.774 eV
* maximum force: 10.40 eV/A
* energy relative to the best compared isomer or geometry (same formula, charge and spin): 686.9 kJ/mol
* lowest unoccupied orbital energy: -1.272 eV
* molar mass: 621.38 g/mol

No. 2
An isolated ion of composition C5H11N4 and charge +1 in a non-equilibrium geometry. Source: OMol25; level of theory: wB97M-V/def2-TZVPD.

Geometry as ORCA input:
```
! wB97M-V def2-TZVPD RIJCOSX def2/J DEFGRID3
* xyz 1 1
C 0.625 -0.328 -1.522
C -0.502 -1.169 -0.880
C 0.198 1.075 -1.284
C -1.309 -0.126 -0.102
C 1.309 -0.361 2.512
N 0.396 1.201 0.888
N -0.655 0.308 1.124
N 0.748 -0.058 1.215
N -1.233 1.065 -1.020
H 1.592 -0.519 -1.048
H 0.748 -0.540 -2.588
H -1.129 -1.657 -1.626
H -0.118 -1.935 -0.210
H 0.668 1.957 -1.674
H -2.337 -0.404 0.138
H 0.534 -0.790 3.147
H 2.101 -1.090 2.358
H 1.709 0.535 2.987
H -1.543 1.929 -0.554
H -1.802 0.911 -1.863
*
```

Values from the calculation:
* HOMO (spin up / spin down): -12.900 / -12.996 eV
* maximum force: 3.12 eV/A
* energy relative to the best compared isomer or geometry (same formula, charge and spin): 599.3 kJ/mol
* lowest unoccupied orbital energy (spin up / spin down): -4.125 / -4.148 eV
* molar mass: 127.17 g/mol

No. 3
C31H34N7O4STi as an isolated structure. Source: OMol25; level of theory: wB97M-V/def2-TZVPD.

Geometry as ORCA input:
```
! wB97M-V def2-TZVPD RIJCOSX def2/J DEFGRID3
* xyz 1 1
Ti -0.577 -0.073 -0.032
C -3.117 1.033 1.694
N -1.675 0.785 2.006
C -1.213 2.136 2.449
C 0.241 2.389 2.800
C 1.225 2.160 1.646
N 0.498 1.906 0.404
C 0.577 2.799 -0.505
C -0.137 2.801 -1.771
C 0.207 3.753 -2.735
C -0.486 3.824 -3.929
C -1.553 2.957 -4.151
C -1.928 2.018 -3.203
C -1.210 1.941 -2.020
O -1.551 1.027 -1.091
C -1.689 -0.181 3.145
C -0.367 -0.809 3.552
C 0.250 -1.706 2.499
N 0.805 -0.938 1.368
C 2.048 -1.097 1.115
C 2.773 -0.527 0.000
C 4.172 -0.531 0.040
C 4.909 -0.050 -1.024
C 4.243 0.410 -2.159
C 2.861 0.394 -2.237
C 2.122 -0.071 -1.154
O 0.790 -0.090 -1.249
H -3.577 1.531 2.554
H -3.626 0.103 1.496
H -3.192 1.673 0.819
H -1.825 2.403 3.319
H -1.503 2.819 1.650
H 0.551 1.833 3.682
H 0.273 3.440 3.097
H 1.862 1.304 1.851
H 1.882 3.023 1.514
H 1.218 3.666 -0.332
H 1.028 4.432 -2.536
H -0.212 4.554 -4.677
H -2.106 3.017 -5.080
H -2.761 1.350 -3.366
H -2.370 -0.983 2.853
H -2.139 0.329 4.005
H -0.583 -1.431 4.425
H 0.361 -0.071 3.886
H -0.507 -2.386 2.099
H 1.049 -2.314 2.930
H 2.635 -1.734 1.781
H 4.673 -0.915 0.920
H 5.989 -0.040 -0.982
H 4.813 0.777 -3.003
H 2.335 0.729 -3.120
N -5.296 -5.489 -4.273
C -4.686 -4.745 -3.300
C -4.419 -5.306 -2.043
C -3.770 -4.576 -1.074
C -3.383 -3.264 -1.339
C -3.652 -2.690 -2.579
C -4.290 -3.425 -3.554
S -2.623 -2.315 -0.114
O -2.759 -2.969 1.159
O -3.102 -0.947 -0.243
N -1.037 -2.048 -0.484
C -0.188 -3.165 -0.639
N -0.706 -4.373 -0.433
C 0.112 -5.404 -0.607
C 1.441 -5.249 -0.961
C 1.883 -3.945 -1.100
N 1.082 -2.895 -0.940
H -5.767 -6.336 -4.011
H -5.671 -5.022 -5.079
H -4.728 -6.323 -1.837
H -3.556 -5.008 -0.108
H -3.368 -1.665 -2.777
H -4.495 -2.979 -4.519
H -0.315 -6.390 -0.457
H 2.097 -6.093 -1.109
H 2.914 -3.727 -1.359
*
```

Values from the calculation:
* HOMO: -10.322 eV
* maximum force: 0.85 eV/A
* lowest unoccupied orbital energy: -3.174 eV
* molar mass: 648.59 g/mol

No. 4
One molecule with the formula C3H6O2S2 in a non-equilibrium geometry. Source: OMol25; level of theory: wB97M-V/def2-TZVPD.

Geometry as ORCA input:
```
! wB97M-V def2-TZVPD RIJCOSX def2/J DEFGRID3
* xyz 0 1
O 1.864 1.190 0.581
C 0.707 1.438 0.387
O 0.297 2.746 0.352
C -0.501 0.583 0.598
C -0.164 -0.957 0.461
S -1.304 -1.780 -0.699
S 0.074 -2.775 -1.970
H 1.138 3.183 0.197
H -1.209 0.865 -0.171
H -0.828 0.738 1.625
H 0.858 -0.991 0.047
H -0.034 -1.341 1.472
H -0.900 -2.897 -2.880
*
```

Values from the calculation:
* HOMO: -8.428 eV
* maximum force: 2.88 eV/A
* energy relative to the best compared isomer or geometry (same formula, charge and spin): 74.0 kJ/mol
* lowest unoccupied orbital energy: 0.226 eV
* molar mass: 138.21 g/mol

No. 5
One molecule with the formula CHNO2S in a non-equilibrium geometry. Source: OMol25; level of theory: wB97M-V/def2-TZVPD.

Geometry as ORCA input:
```
! wB97M-V def2-TZVPD RIJCOSX def2/J DEFGRID3
* xyz 0 1
O -1.285 -0.357 -0.370
N -0.321 0.344 0.430
O 0.578 1.303 -0.253
C 0.964 0.059 0.057
S 2.121 -1.009 -0.087
H -2.057 -0.339 0.223
*
```

Values from the calculation:
* HOMO: -9.778 eV
* maximum force: 2.81 eV/A
* energy relative to the best compared isomer or geometry (same formula, charge and spin): 314.9 kJ/mol
* lowest unoccupied orbital energy: -0.192 eV
* molar mass: 91.09 g/mol

> Which value of molar mass does entry 2 give?

127.17 g/mol

> maximum force of number 4 (C3H6O2S2)?

2.88 eV/A

> The highest molar mass belongs to which entry?

C31H34N7O4STi